Molecular formula: C31H38N7S3SbV
Method: DFT, wB97M-V/def2-TZVPD

```
81
Properties=species:S:1:pos:R:3:mulliken_spin:R:1
V -0.03431 -0.02432 0.11414 0.738
C -0.56144 -3.11767 3.00809 -0.012
C -0.69503 -2.44597 4.22300 0.023
C -0.59965 -1.07385 4.20758 -0.007
C -0.38911 -0.40345 3.00196 0.020
N -0.27804 -1.06160 1.81079 -0.058
C -0.36281 -2.39716 1.85313 0.062
C -0.24096 1.02498 2.86842 -0.020
C -0.27444 1.93383 3.93406 -0.005
C -0.11012 3.27976 3.70286 0.017
C 0.08453 3.72272 2.40048 -0.014
C 0.09803 2.82036 1.35248 0.048
C -0.05686 1.44518 1.53792 0.019
H -0.61617 -4.19176 2.96148 0.000
H -0.86881 -2.98470 5.14116 0.001
H -0.69676 -0.50472 5.11764 0.001
H -0.25465 -2.93453 0.92138 0.004
H -0.42722 1.58796 4.94434 0.001
H -0.14049 3.98667 4.51932 0.000
H 0.21441 4.78018 2.21548 0.000
H 0.24354 3.22125 0.35640 0.002
S -0.13911 -2.01280 -4.21657 0.041
Sb -0.20082 -2.73604 -2.01955 0.049
S -1.83345 -1.44810 -0.82672 0.050
S 1.56394 -1.76128 -0.72217 0.058
C -3.23720 3.02456 1.60828 -0.001
N -2.94740 1.92487 0.71361 0.001
C -3.25415 0.63052 1.27736 0.022
C -2.19208 2.11661 -0.40772 -0.050
N -1.20942 1.33294 -0.76826 0.037
C -0.88910 1.24477 -2.12804 0.002
C -1.94887 1.14925 -3.01782 0.002
C -1.76026 1.14066 -4.39753 0.004
C -0.49375 1.20468 -4.90131 -0.004
C 0.62501 1.17897 -4.04447 -0.001
C 1.91197 1.08464 -4.61253 0.001
C 3.01223 0.90987 -3.82432 0.002
C 2.86974 0.91297 -2.43938 -0.012
C 1.63934 1.10059 -1.82522 0.004
N 1.61399 1.08211 -0.43112 0.003
C 2.58335 1.63363 0.25229 -0.033
N 3.27586 2.75362 -0.16271 0.001
C 4.70317 2.86691 0.04455 0.000
C 2.76415 3.66602 -1.15130 0.001
N 2.98923 1.16975 1.46895 -0.004
C 2.91714 -0.23152 1.82578 0.009
C 3.19773 2.06982 2.58210 -0.001
C 0.45378 1.18935 -2.62504 -0.007
N -2.54838 3.26198 -1.09755 -0.003
C -3.94293 3.58456 -1.30377 0.000
C -1.64279 3.99065 -1.94613 0.001
H -2.74413 2.85552 2.56988 0.001
H -4.31416 3.10508 1.78857 0.000
H -2.86786 3.96042 1.19792 -0.001
H -4.14140 0.73920 1.90271 0.001
H -2.44465 0.23037 1.89000 -0.005
H -3.46410 -0.07639 0.47811 -0.006
H -2.95292 1.07583 -2.61943 -0.001
H -2.61524 1.07053 -5.05340 0.000
H -0.32967 1.19912 -5.96655 0.001
H 2.00270 1.08691 -5.68720 0.000
H 3.98983 0.76123 -4.25965 0.000
H 3.73447 0.72133 -1.81570 0.000
H 5.05825 2.04010 0.65164 0.000
H 4.94305 3.80967 0.54258 0.000
H 5.21739 2.83968 -0.92292 0.000
H 1.68525 3.56372 -1.23391 0.000
H 3.20362 3.49626 -2.14193 0.000
H 2.99670 4.68489 -0.82979 0.000
H 3.40706 -0.82709 1.05309 0.003
H 1.88866 -0.58511 1.93391 0.016
H 3.44399 -0.36190 2.77016 0.001
H 3.00196 3.09563 2.27692 0.000
H 4.22091 1.98914 2.96170 0.000
H 2.50372 1.81501 3.38806 -0.001
H -4.56452 2.83733 -0.81909 0.000
H -4.16682 3.58593 -2.37567 0.000
H -4.18648 4.57072 -0.89912 0.000
H -0.61489 3.73231 -1.70844 -0.001
H -1.78346 5.06117 -1.77317 0.000
H -1.81138 3.78830 -3.00952 0.000
```

## Properties
- multiplicity = 2
- calculated total energy (hartree) = -3966.212549
- orbital gap (spin up / spin down) (eV) = 5.218 / 4.668
- total charge = 0
- ⟨S²⟩ = 0.834

Molecular formula: C31H38NOOsPSi
Method: DFT, wB97M-V/def2-TZVPD

```
74
Properties=species:S:1:pos:R:3:mulliken_spin:R:1
C 0.93725 3.05027 -3.38728 0.044
C -0.30342 2.80312 -2.80995 -0.023
C -0.62802 1.54506 -2.29028 -0.064
C 0.33330 0.52033 -2.30750 0.239
C 1.60080 0.78582 -2.87416 0.056
C 1.88818 2.03218 -3.42827 -0.026
C -1.98456 1.38821 -1.67312 -0.060
C -2.57547 -0.02520 -1.60523 0.238
N -2.47284 -0.77120 -2.92570 -0.039
Os -0.06113 -1.37490 -1.51739 2.381
C 2.64238 -0.28982 -2.89360 0.017
P 2.06748 -1.74027 -1.84604 0.021
H -1.05957 3.58904 -2.77041 0.003
H 2.87105 2.19033 -3.87591 0.000
H 1.16446 4.02772 -3.80961 0.001
H 3.60653 0.06566 -2.49504 0.006
H 2.82938 -0.67237 -3.91131 0.007
H -1.98196 1.77430 -0.63858 -0.004
H -2.69869 2.02821 -2.22240 0.002
H -2.16128 -0.64563 -0.78471 -0.119
C 3.23329 -1.61879 -0.45359 0.004
C 2.66036 -3.13663 -2.84199 0.005
H -3.64615 0.05591 -1.39547 0.008
C -3.80674 -1.39423 -3.26566 0.006
C -1.44426 -1.83201 -3.17685 0.108
H 0.70741 -2.91222 -0.96527 0.169
H -3.80792 -1.64127 -4.33082 0.001
H -3.94195 -2.29955 -2.66434 0.001
H -4.60053 -0.67500 -3.05092 0.002
H -1.82038 -2.35300 -4.08179 0.006
H -0.51014 -1.47061 -3.69106 -0.009
H -1.55781 -2.72926 -2.50927 -0.024
H 3.65787 -3.43848 -2.50113 -0.001
H 1.95624 -3.96154 -2.68940 -0.002
H 2.68324 -2.85704 -3.90133 0.001
H 4.23612 -1.91678 -0.78747 -0.001
H 3.24836 -0.59120 -0.06842 0.000
H 2.88569 -2.29896 0.33300 0.002
H -2.37977 -0.03044 -3.64493 0.007
O 0.35301 -0.83419 0.45964 0.058
Si 0.06567 -0.04343 1.83785 0.015
C 0.38193 -1.18409 3.27796 0.051
C 1.65429 -1.76071 3.38888 0.039
C 1.92163 -2.69333 4.39915 -0.006
C 0.91687 -3.04893 5.30681 0.018
C -0.34738 -2.45692 5.21080 0.021
C -0.61174 -1.51546 4.20583 -0.017
C 1.25321 1.39110 2.00961 0.252
C 1.65830 1.82059 3.27801 0.151
C 2.53927 2.90275 3.40454 0.014
C 3.02656 3.54746 2.26325 0.234
C 2.63188 3.11084 0.99317 0.146
C 1.74559 2.03378 0.86770 -0.006
C -1.66075 0.63976 1.89480 0.020
C -2.75330 -0.23211 1.81402 0.006
C -4.05810 0.27243 1.76844 0.015
C -4.27673 1.65202 1.82350 0.003
C -3.19148 2.52257 1.95087 0.005
C -1.88618 2.01798 1.99151 -0.002
H 2.44865 -1.46863 2.69622 0.003
H 2.91338 -3.14162 4.47145 0.000
H 1.12002 -3.78908 6.08335 0.000
H -1.13390 -2.72736 5.91750 0.001
H -1.58934 -1.03280 4.15194 -0.002
H 1.28588 1.30699 4.16800 -0.003
H 2.84144 3.23607 4.39765 0.006
H 3.71780 4.38631 2.36109 -0.006
H 3.00638 3.60039 0.09309 0.003
H 1.43100 1.69874 -0.12688 0.031
H -2.58751 -1.31365 1.79844 -0.034
H -4.89833 -0.41988 1.69329 0.001
H -5.29391 2.04711 1.77069 0.000
H -3.35349 3.59978 2.02143 0.000
H -1.03742 2.69578 2.10955 0.016
```

## Properties
- multiplicity = 5
- energy relative to the best compared isomer or geometry (same formula, charge and spin) (kcal per mole) = 27.9
- calculated total energy (hartree) = -2054.867007
- orbital gap (spin up / spin down) (eV) = 6.626 / 3.756
- total charge = +2
- ⟨S²⟩ = 6.031

Molecular formula: C31H39ClN6OTi
Method: DFT, wB97M-V/def2-TZVPD

```
79
Properties=species:S:1:pos:R:3:mulliken_charge:R:1
Ti 0.09139 -0.29363 0.29298 -1.399
C 4.11927 1.32618 1.48767 -1.494
C 3.20726 0.48854 2.39649 -0.416
C 2.95853 -0.94126 1.92594 -1.806
N 1.98166 -1.17757 0.84955 1.195
C 2.19318 -2.26447 0.15070 0.903
C 3.15965 -3.26077 0.50084 -0.980
C 3.80270 -4.19742 -0.27222 -0.471
C 3.67555 -4.46022 -1.63645 -0.596
C 2.65016 -4.00301 -2.43374 -0.913
C 1.52653 -3.25645 -2.08364 -0.526
C 1.20910 -2.56320 -0.90627 1.287
N -0.00316 -2.08205 -0.63774 0.625
C -1.15519 -2.62755 -1.33786 -1.572
C -1.57266 -1.85354 -2.58082 -0.835
C -1.94054 -0.40810 -2.27011 -1.085
N -0.83880 0.23687 -1.58693 0.879
C -0.51494 1.47672 -1.93654 0.394
C -1.43782 2.33909 -2.56212 -0.319
C -1.31051 3.61209 -3.09958 -0.952
C -0.19608 4.41620 -3.21461 -0.736
C 1.07765 4.09730 -2.75904 -0.792
C 1.53694 2.98922 -2.07764 -0.948
C 0.89167 1.81017 -1.62172 1.760
N 1.52381 0.85812 -0.96538 0.604
C 2.96609 0.98428 -0.79631 -1.658
C 3.42596 1.98195 0.28970 -0.198
H 4.94751 0.70239 1.13024 0.372
H 4.56692 2.11847 2.09338 0.477
H 2.27142 1.01500 2.55763 -0.075
H 3.69538 0.39253 3.37021 0.532
H 2.66552 -1.54782 2.79060 0.361
H 3.92314 -1.32416 1.58868 0.811
H 3.43928 -3.26358 1.54551 0.456
H 4.53942 -4.79370 0.25658 0.366
H 4.39944 -5.13016 -2.08318 0.339
H 2.67410 -4.32910 -3.46829 0.351
H 0.79005 -3.16026 -2.86970 0.172
H -1.99158 -2.62774 -0.63255 0.408
H -0.95309 -3.66894 -1.59612 0.562
H -2.43112 -2.35331 -3.03661 0.487
H -0.76229 -1.85181 -3.31271 0.363
H -2.87002 -0.38311 -1.69353 0.105
H -2.13569 0.09547 -3.21660 0.698
H -2.44514 1.94692 -2.59939 0.381
H -2.23296 4.02964 -3.49038 0.349
H -0.32328 5.37614 -3.70014 0.333
H 1.83704 4.84734 -2.95395 0.347
H 2.58914 3.04212 -1.83987 0.227
H 3.41392 1.24203 -1.76001 0.762
H 3.34733 -0.00387 -0.55824 0.461
H 2.55909 2.53720 0.64503 0.363
H 4.11198 2.71227 -0.14865 0.449
N -0.94896 0.96919 4.80395 -0.419
C -1.37639 0.00182 3.92949 0.302
O -2.54506 -0.09406 3.60532 -0.616
C -0.31633 -0.98193 3.46947 -0.683
C -0.48044 -1.48231 2.02807 -0.155
H -1.59941 1.71810 4.98042 0.270
H 0.02260 1.22831 4.78301 0.229
H -0.44423 -1.82399 4.16003 0.477
H 0.68276 -0.57764 3.65180 -0.005
H -1.54700 -1.69744 1.91791 0.227
H 0.03554 -2.43836 1.95355 0.720
C -6.52076 1.63264 0.66012 -1.526
C -5.08155 1.19922 0.65181 0.920
C -4.71919 -0.12697 0.84562 -1.062
C -3.38415 -0.48154 0.81530 -0.392
N -2.38768 0.38026 0.60765 1.382
C -2.73438 1.65637 0.43479 -0.586
C -4.04579 2.09951 0.44110 -1.407
H -7.11641 0.99732 1.31457 0.398
H -6.94102 1.56155 -0.34594 0.271
H -6.61742 2.66679 0.98900 0.390
H -5.46752 -0.88538 1.04132 0.400
H -3.10686 -1.51496 0.97888 0.170
H -1.93310 2.36553 0.29795 0.510
H -4.24411 3.15451 0.29144 0.399
Cl 0.16395 1.62599 1.56026 -0.619
```

## Properties
- multiplicity = 1
- energy relative to the best compared isomer or geometry (same formula, charge and spin) (kcal per mole) = 15.4
- calculated total energy (hartree) = -2918.158573
- orbital gap (eV) = 7.022
- total charge = 0